1.
ORCA calculation (ωB97M-V/def2-TZVPD) on a molecular structure, C48H77AsBaF3N7O2S2Si4.

Geometry as ORCA input:
```
! wB97M-V def2-TZVPD RIJCOSX def2/J DEFGRID3
* xyz -2 1
Ba -0.50 -0.28 0.04
C -1.73 -3.86 2.10
N -1.28 -2.73 2.90
C 0.02 -3.05 3.48
C -2.22 -2.41 3.96
C -3.50 -1.72 3.53
N -3.30 -0.44 2.88
C -2.63 0.52 3.75
C -4.56 0.11 2.43
H -1.76 -4.79 2.69
H -1.05 -4.00 1.26
H -2.72 -3.68 1.69
H -0.07 -3.87 4.22
H 0.43 -2.17 3.98
H 0.71 -3.34 2.70
H -1.70 -1.79 4.69
H -2.51 -3.34 4.51
H -4.13 -1.60 4.43
H -4.06 -2.36 2.84
H -3.19 0.67 4.69
H -2.55 1.47 3.23
H -1.62 0.19 3.98
H -5.25 0.30 3.28
H -5.05 -0.59 1.75
H -4.40 1.05 1.90
C -0.72 0.50 -7.73
C -2.10 0.83 -7.24
C -3.04 1.40 -8.09
C -4.32 1.72 -7.64
C -4.64 1.49 -6.31
C -3.71 0.94 -5.44
C -2.44 0.59 -5.90
N -1.46 0.01 -5.08
C -1.66 -0.34 -3.73
N -2.70 -1.20 -3.59
C -3.40 -1.67 -2.43
C -2.88 -1.45 -1.16
C -3.71 -1.96 -0.14
C -4.90 -2.64 -0.36
C -5.33 -2.84 -1.66
C -4.59 -2.35 -2.73
C -5.08 -2.56 -4.14
N -0.86 0.06 -2.80
C 0.17 0.93 -3.25
C 1.40 0.39 -3.62
C 2.39 1.20 -4.16
C 2.16 2.56 -4.30
C 0.96 3.10 -3.88
C -0.06 2.31 -3.35
C -1.37 2.90 -2.93
H -0.64 0.65 -8.81
H -0.46 -0.54 -7.51
H 0.04 1.12 -7.26
H -2.77 1.58 -9.12
H -5.04 2.16 -8.31
H -5.62 1.76 -5.93
H -3.96 0.80 -4.40
H -0.52 0.35 -5.25
H -3.09 -1.47 -4.48
H -3.40 -1.79 0.88
H -5.49 -3.02 0.47
H -6.26 -3.38 -1.86
H -6.03 -3.10 -4.13
H -4.38 -3.15 -4.74
H -5.24 -1.62 -4.67
H 1.55 -0.68 -3.49
H 3.34 0.77 -4.44
H 2.94 3.20 -4.69
H 0.80 4.17 -3.95
H -1.30 3.99 -2.84
H -1.70 2.51 -1.97
H -2.16 2.68 -3.65
C 5.25 -3.20 0.19
Si 4.47 -3.86 -1.37
C 5.42 -3.11 -2.82
C 4.75 -5.73 -1.40
C 2.65 -3.57 -1.71
C 2.18 -4.06 -2.92
C 0.87 -3.85 -3.34
C 0.06 -3.09 -2.51
N 0.47 -2.60 -1.35
C 1.72 -2.86 -0.90
S 2.09 -2.27 0.68
H 6.30 -3.52 0.22
H 4.74 -3.56 1.08
H 5.21 -2.11 0.22
H 6.49 -3.31 -2.73
H 5.26 -2.03 -2.83
H 5.07 -3.51 -3.78
H 5.82 -5.96 -1.36
H 4.34 -6.19 -2.30
H 4.27 -6.19 -0.53
H 2.86 -4.61 -3.57
H 0.50 -4.24 -4.28
H -0.96 -2.85 -2.78
C -0.78 2.41 6.35
Si 0.77 1.55 5.71
C 0.60 -0.22 6.35
C 2.14 2.41 6.68
As 1.05 1.52 3.35
Si 3.40 1.13 3.37
C 4.49 2.58 3.88
C 4.18 0.37 1.85
C 3.62 -0.24 4.66
Si 0.47 3.77 2.76
C 0.34 4.21 0.95
C -1.28 4.11 3.39
C 1.60 5.01 3.62
H -0.87 2.14 7.41
H -1.70 2.09 5.85
H -0.70 3.49 6.28
H 0.14 -0.21 7.35
H 1.55 -0.74 6.42
H -0.05 -0.81 5.70
H 1.83 2.51 7.73
H 2.31 3.41 6.28
H 3.09 1.88 6.65
H 4.23 3.47 3.32
H 5.52 2.32 3.63
H 4.43 2.80 4.95
H 4.75 1.12 1.30
H 3.46 -0.10 1.17
H 4.86 -0.42 2.18
H 3.39 0.05 5.69
H 4.67 -0.55 4.63
H 3.01 -1.11 4.40
H 0.24 3.33 0.32
H 1.22 4.77 0.63
H -0.56 4.82 0.80
H -2.00 3.63 2.73
H -1.43 5.19 3.29
H -1.50 3.83 4.41
H 2.65 4.79 3.44
H 1.43 5.02 4.70
H 1.39 6.02 3.24
S -4.16 3.85 0.30
C -2.94 2.76 0.47
N -2.08 1.99 0.61
F 3.38 3.56 -1.77
C 3.76 2.56 -0.94
F 4.08 1.50 -1.71
F 4.91 2.97 -0.36
C 2.63 2.25 0.10
O 2.78 2.82 1.18
O 1.73 1.49 -0.31
*
```

Computed properties:
Lowest unoccupied orbital energy in Eh: 0.136
Energy relative to the best compared isomer or geometry (same formula, charge and spin) in kcal per mole: 14.3

2.
ORCA calculation (ωB97M-V/def2-TZVPD) on a molecular structure, C48H80BF12N14O10P2Y.

Geometry as ORCA input:
```
! wB97M-V def2-TZVPD RIJCOSX def2/J DEFGRID3
* xyz 6 1
Y -23.05 13.73 -2.35
O -19.34 13.12 -5.32
C -19.03 12.53 -4.32
O -17.99 11.74 -4.11
B -17.87 11.42 -2.67
O -19.18 11.83 -2.13
C -19.79 12.58 -2.95
O -20.89 13.10 -2.73
O -16.79 12.15 -2.04
C -15.84 11.33 -1.64
O -14.79 11.69 -1.17
C -16.39 9.85 -1.81
O -17.51 9.96 -2.45
O -15.72 8.89 -1.51
C -16.16 9.45 2.13
C -17.53 8.76 2.00
N -18.62 9.72 2.04
C -19.23 10.33 0.98
C -20.17 11.20 1.43
N -20.01 11.25 2.81
C -19.15 10.27 3.17
C -20.75 12.11 3.70
H -15.86 9.49 3.18
H -16.07 10.44 1.69
H -15.49 8.70 1.71
H -17.77 7.94 2.68
H -17.61 8.33 0.99
H -19.13 10.07 -0.06
H -20.91 11.83 0.95
H -18.90 10.02 4.19
H -21.81 11.93 3.59
H -20.46 13.14 3.48
H -20.43 12.05 4.74
C -20.58 8.98 -4.48
C -21.02 9.50 -5.88
N -22.05 8.67 -6.46
C -21.80 7.49 -7.12
C -23.04 6.94 -7.44
N -24.00 7.79 -6.91
C -23.38 8.86 -6.39
C -25.40 7.56 -7.11
H -19.82 9.62 -4.04
H -20.11 7.99 -4.45
H -21.40 8.92 -3.77
H -20.17 9.53 -6.55
H -21.31 10.55 -5.74
H -20.80 7.16 -7.36
H -23.33 6.13 -8.09
H -23.95 9.64 -5.92
H -25.68 7.79 -8.14
H -25.89 8.32 -6.49
H -25.67 6.58 -6.73
C -11.48 13.18 -7.49
C -10.64 13.63 -6.28
N -11.47 14.16 -5.19
C -11.08 15.19 -4.34
C -12.04 15.29 -3.39
N -12.97 14.32 -3.64
C -12.68 13.74 -4.80
C -14.29 14.15 -3.02
H -10.96 12.91 -8.40
H -12.20 13.96 -7.73
H -12.02 12.26 -7.25
H -10.00 14.45 -6.61
H -9.91 12.91 -5.92
H -10.12 15.65 -4.50
H -12.14 15.89 -2.50
H -13.37 13.13 -5.39
H -14.82 13.26 -3.34
H -14.83 15.08 -3.19
H -14.28 14.16 -1.93
C -16.18 8.38 -4.79
C -16.45 7.07 -3.99
N -15.27 6.34 -3.61
C -14.23 6.05 -4.45
C -13.28 5.34 -3.75
N -13.80 5.11 -2.49
C -15.01 5.70 -2.43
C -13.12 4.40 -1.40
H -17.00 9.07 -4.64
H -16.12 8.24 -5.87
H -15.30 8.87 -4.39
H -17.04 6.48 -4.70
H -17.07 7.33 -3.14
H -14.26 6.45 -5.45
H -12.37 4.89 -4.10
H -15.70 5.79 -1.61
H -12.10 4.10 -1.65
H -13.68 3.52 -1.11
H -12.96 4.99 -0.50
C -21.94 16.92 -11.74
C -21.94 17.31 -10.25
N -21.65 16.16 -9.36
C -21.37 16.31 -8.01
C -21.18 15.05 -7.52
N -21.30 14.14 -8.54
C -21.62 14.83 -9.65
C -21.14 12.70 -8.49
H -21.90 17.85 -12.31
H -22.77 16.29 -12.06
H -21.03 16.35 -11.93
H -22.83 17.89 -10.01
H -21.19 18.08 -10.07
H -21.16 17.26 -7.54
H -20.85 14.67 -6.57
H -21.88 14.46 -10.63
H -21.30 12.21 -9.44
H -21.92 12.39 -7.78
H -20.19 12.43 -8.05
C -10.64 9.85 -6.36
C -12.00 9.71 -5.75
N -11.91 9.26 -4.37
C -11.61 7.96 -3.94
C -11.65 7.86 -2.59
N -12.08 9.11 -2.19
C -12.24 9.94 -3.28
C -12.41 9.48 -0.85
H -9.92 10.53 -5.90
H -10.70 9.96 -7.45
H -10.01 8.96 -6.29
H -12.66 9.13 -6.41
H -12.60 10.62 -5.76
H -11.42 7.30 -4.77
H -11.52 7.03 -1.92
H -12.67 10.93 -3.29
H -11.56 9.38 -0.18
H -13.35 9.05 -0.51
H -12.59 10.56 -0.80
C -18.60 18.20 -2.01
C -18.38 18.42 -3.51
N -17.56 17.36 -4.08
C -17.83 16.02 -4.04
C -16.80 15.39 -4.71
N -15.98 16.41 -5.21
C -16.49 17.61 -4.85
C -14.78 16.28 -6.02
H -18.84 17.16 -1.80
H -19.33 18.92 -1.64
H -17.60 18.35 -1.60
H -17.89 19.38 -3.61
H -19.32 18.40 -4.06
H -18.67 15.66 -3.48
H -16.61 14.34 -4.88
H -16.11 18.58 -5.15
H -14.59 17.17 -6.61
H -14.84 15.48 -6.75
H -13.91 16.12 -5.39
C -16.25 11.21 -6.75
C -15.14 11.97 -6.03
O -14.78 13.07 -6.49
O -14.65 11.38 -5.03
H -16.96 11.97 -7.08
H -16.69 10.41 -6.15
H -15.85 10.71 -7.63
P -23.86 10.76 -1.01
F -25.02 10.32 -0.08
F -23.92 9.35 -1.80
F -24.96 11.29 -2.11
F -22.71 11.35 -2.02
F -23.87 12.28 -0.37
F -22.73 10.34 0.05
P -21.31 14.90 0.47
F -21.00 16.25 1.27
F -20.40 15.36 -0.79
F -20.02 14.18 1.10
F -21.68 13.55 -0.38
F -22.30 14.39 1.65
F -22.64 15.47 -0.34
*
```

Computed properties:
Lowest unoccupied orbital energy in Eh: -0.555

3.
ORCA calculation (ωB97M-V/def2-TZVPD) on a molecular structure, C48H80N4Ni2O12.

Geometry as ORCA input:
```
! wB97M-V def2-TZVPD RIJCOSX def2/J DEFGRID3
* xyz 0 5
Ni -0.72 -0.68 2.69
Ni 6.04 -1.42 2.54
C 2.73 0.69 1.46
C 1.29 0.58 1.41
C 0.67 -0.50 0.49
O -0.48 -0.75 0.72
C 1.57 -1.21 -0.37
C 2.90 -1.13 -0.32
C 3.46 -0.18 0.65
O 4.66 -0.36 1.23
O 3.57 -1.89 -1.14
O 0.61 0.92 2.39
H 3.02 1.35 2.27
H 1.13 -1.79 -1.17
C 1.37 -3.94 2.32
C 0.66 -3.00 3.01
C 1.26 -2.08 3.96
O 0.59 -1.04 4.48
C 2.59 -2.11 4.21
C 3.51 -2.91 3.42
C 2.87 -4.08 2.54
O 3.69 -4.74 1.89
O 4.64 -2.57 3.31
O -0.55 -2.88 2.63
H 0.96 -4.63 1.60
H 3.03 -1.47 4.97
C -2.51 2.41 2.17
C -2.96 1.39 3.17
C -4.43 1.78 3.52
C -5.42 1.45 2.51
C -5.21 -0.03 2.11
C -3.80 -0.50 1.61
N -2.83 -0.04 2.71
O -2.96 -0.87 3.76
C -3.84 -2.03 1.37
C -3.49 0.13 0.27
C -2.13 1.60 4.54
H -1.51 2.24 1.79
H -2.69 3.33 2.73
H -3.17 2.49 1.31
H -4.79 1.40 4.48
H -4.47 2.86 3.68
H -5.45 2.07 1.62
H -6.35 1.66 3.05
H -5.91 -0.34 1.33
H -5.55 -0.64 2.94
H -3.81 -2.61 2.30
H -4.71 -2.24 0.75
H -3.07 -2.49 0.75
H -3.39 -0.57 -0.56
H -4.28 0.81 -0.04
H -2.53 0.64 0.13
H -1.19 1.11 4.27
H -2.67 1.18 5.38
H -1.87 2.60 4.87
H -3.88 -1.14 3.78
C 3.93 6.08 1.06
C 2.57 5.35 1.23
C 2.39 5.06 2.68
C 0.99 4.57 3.01
C -0.05 5.63 2.59
C 0.04 5.96 1.07
N 1.48 6.21 0.71
O 1.62 6.48 -0.67
C -0.72 4.90 0.23
C -0.66 7.32 0.93
C 2.58 4.03 0.37
H 4.73 5.34 1.06
H 4.26 6.87 1.73
H 3.77 6.40 0.03
H 3.11 4.46 3.23
H 2.53 6.00 3.20
H 0.85 4.22 4.04
H 0.82 3.62 2.50
H 0.14 6.56 3.12
H -1.01 5.18 2.86
H -0.79 5.33 -0.77
H -0.07 4.05 0.01
H -1.66 4.63 0.72
H -0.66 7.53 -0.14
H -1.67 7.22 1.32
H -0.11 8.12 1.42
H 3.45 3.47 0.71
H 2.84 4.40 -0.62
H 1.72 3.37 0.41
H 1.98 7.37 -0.75
C 0.71 3.47 -3.04
C 0.19 2.86 -4.34
C 1.29 3.24 -5.39
C 2.51 2.30 -5.63
C 2.11 0.82 -5.61
C 1.28 0.47 -4.37
N 0.10 1.36 -4.17
O -0.64 0.98 -3.03
C 0.78 -0.91 -4.52
C 2.21 0.55 -3.09
C -1.13 3.39 -4.78
H 0.39 2.90 -2.17
H 0.38 4.49 -2.83
H 1.79 3.54 -3.02
H 0.81 3.39 -6.36
H 1.72 4.19 -5.09
H 3.39 2.56 -5.05
H 2.85 2.43 -6.66
H 3.07 0.32 -5.75
H 1.63 0.49 -6.54
H 0.11 -1.20 -3.72
H 0.38 -0.89 -5.54
H 1.66 -1.50 -4.28
H 3.08 -0.06 -3.34
H 2.67 1.53 -2.93
H 1.73 0.31 -2.15
H -1.44 2.97 -5.73
H -1.05 4.48 -4.76
H -1.89 3.20 -4.02
H -1.39 0.44 -3.31
C -0.86 -6.98 1.03
C 0.02 -7.44 -0.18
C -0.90 -8.36 -1.03
C -2.01 -7.54 -1.62
C -1.40 -6.29 -2.47
C -0.35 -5.37 -1.80
N 0.55 -6.32 -1.06
O 1.73 -5.74 -0.58
C 0.51 -4.59 -2.83
C -1.05 -4.31 -0.89
C 1.17 -8.34 0.26
H -1.57 -6.20 0.78
H -1.53 -7.64 1.58
H -0.29 -6.49 1.82
H -0.29 -8.71 -1.86
H -1.35 -9.17 -0.46
H -2.36 -8.15 -2.45
H -2.78 -7.27 -0.88
H -2.38 -5.85 -2.67
H -1.14 -6.61 -3.47
H 1.38 -4.03 -2.48
H 0.02 -3.99 -3.60
H 1.02 -5.38 -3.38
H -1.91 -4.62 -0.30
H -1.48 -3.59 -1.59
H -0.38 -3.54 -0.49
H 1.60 -8.66 -0.68
H 1.93 -7.99 0.96
H 0.86 -9.28 0.72
H 1.36 -5.19 0.12
*
```

Computed properties:
Lowest unoccupied orbital energy (spin up / spin down) in Eh: -0.026 / -0.167
Energy relative to the best compared isomer or geometry (same formula, charge and spin) in kcal per mole: 182.2
⟨S²⟩: 6.02